[1]
This record from the Open Molecules 2025 dataset describes 5 unconnected molecules or ions with the total composition C27H56N7O8P2S2 in a non-equilibrium geometry. The level of theory is ωB97M-V/def2-TZVPD.

XYZ file:
```
102
Properties=species:S:1:pos:R:3
C 0.531 -1.272 1.696
C -0.243 -1.870 0.467
C -0.450 -3.390 0.799
C -1.601 -1.109 0.371
C -2.108 -0.736 -1.063
P -1.548 -1.952 -2.369
S -2.749 -2.338 -3.844
C -3.673 -0.863 -0.901
O -4.176 -2.015 -0.949
O -4.317 0.160 -0.663
N -1.832 0.706 -1.398
C -0.376 1.030 -1.263
C -0.038 1.849 -0.004
C 1.487 1.847 0.343
C 2.410 1.609 -0.860
C 2.334 2.735 -1.947
C 2.754 2.171 -3.321
C 2.121 2.919 -4.507
S 2.595 2.102 -6.087
C 1.717 0.599 -6.032
N 0.530 0.428 -6.472
N 0.119 -0.846 -6.256
C 1.116 -1.420 -5.670
O 2.148 -0.605 -5.517
P -2.230 1.145 -3.011
O -3.645 1.159 -3.400
H 0.278 -1.780 2.625
H 1.613 -1.268 1.507
H 0.270 -0.220 1.828
H 0.435 -1.752 -0.383
H 0.117 -3.664 1.697
H -1.505 -3.673 0.838
H -0.006 -3.953 -0.038
H -2.362 -1.799 0.752
H -1.662 -0.239 1.027
H -1.235 -3.169 -1.724
H -0.302 -1.445 -2.840
H 0.261 0.151 -1.396
H -0.116 1.681 -2.114
H -0.638 1.591 0.869
H -0.270 2.900 -0.229
H 1.756 2.836 0.742
H 1.712 1.138 1.145
H 2.295 0.628 -1.332
H 3.437 1.627 -0.480
H 1.366 3.247 -1.973
H 3.117 3.457 -1.684
H 3.843 2.250 -3.426
H 2.528 1.101 -3.413
H 1.029 2.885 -4.436
H 2.483 3.948 -4.582
H 1.084 -2.451 -5.354
H -1.501 0.379 -3.964
H -1.735 2.474 -3.135
C 6.476 3.065 -1.055
O 5.514 2.381 -1.338
N 7.004 4.014 -1.854
C 8.155 4.802 -1.463
C 6.390 4.250 -3.151
H 7.008 2.959 -0.094
H 7.887 5.860 -1.448
H 8.965 4.647 -2.178
H 8.497 4.510 -0.472
H 5.347 4.539 -3.015
H 6.418 3.333 -3.741
H 6.922 5.039 -3.677
C 0.609 -5.299 3.334
O 1.317 -4.324 3.170
N 0.999 -6.443 3.929
C 0.103 -7.571 4.092
C 2.362 -6.545 4.421
H -0.441 -5.320 2.995
H -0.008 -7.801 5.154
H 0.514 -8.442 3.578
H -0.876 -7.343 3.675
H 2.543 -5.765 5.162
H 3.060 -6.402 3.595
H 2.523 -7.521 4.872
C -0.307 -0.638 5.066
O -0.285 0.268 4.261
N -1.032 -0.638 6.207
C -1.017 -1.755 7.127
C -1.851 0.522 6.512
H 0.279 -1.563 4.923
H -2.027 -2.156 7.235
H -0.659 -1.421 8.105
H -0.360 -2.542 6.760
H -2.578 0.677 5.714
H -1.219 1.409 6.578
H -2.371 0.373 7.456
C -8.421 3.511 -0.369
O -8.000 4.647 -0.213
N -7.685 2.448 -0.717
C -8.267 1.131 -0.882
C -6.253 2.601 -0.941
H -9.490 3.266 -0.228
H -7.793 0.434 -0.188
H -8.100 0.783 -1.902
H -9.339 1.159 -0.684
H -5.782 2.974 -0.032
H -6.085 3.323 -1.741
H -5.812 1.642 -1.210
```

Calculated values
E_tot: -3526.68745 hartree
Gap between HOMO and LUMO: 6.15 eV
Charge: -1
Highest occupied orbital energy: -4.4 eV
Lowest unoccupied orbital energy: 1.727 eV
ΔE to the lowest compared entry with this formula, charge and spin: 17.19 kcal/mol



[2]
This record from the Open Molecules 2025 dataset describes 7 unconnected molecules or ions with the total composition C27H56O22P in a non-equilibrium geometry. The level of theory is ωB97M-V/def2-TZVPD.

XYZ file:
```
106
Properties=species:S:1:pos:R:3
O -0.290 -0.071 -0.588
C 0.507 0.147 -1.716
O -0.186 0.304 -2.769
O 1.753 0.083 -1.657
H -1.012 -0.012 -1.280
C 0.255 4.747 -2.335
C -0.808 5.748 -1.907
O -1.622 5.184 -0.859
P -3.188 5.013 -1.045
O -3.861 4.531 0.175
O -3.604 6.457 -1.613
C -5.015 6.655 -1.876
C -5.170 8.159 -2.010
O -3.381 4.086 -2.340
C -3.005 2.706 -2.346
C -3.993 1.844 -1.567
H 0.831 4.390 -1.475
H -0.130 3.806 -2.730
H 0.988 5.185 -3.012
H -0.342 6.636 -1.488
H -1.420 5.956 -2.784
H -5.278 6.015 -2.720
H -5.615 6.305 -1.032
H -6.186 8.466 -2.286
H -5.025 8.677 -1.062
H -4.535 8.611 -2.771
H -3.138 2.371 -3.375
H -1.962 2.565 -2.067
H -4.036 2.191 -0.530
H -5.003 2.048 -1.932
H -3.812 0.771 -1.573
C 7.129 2.434 -4.505
C 7.364 0.930 -4.523
O 6.540 0.271 -3.590
C 6.370 -1.038 -3.735
O 6.832 -1.719 -4.602
O 5.599 -1.546 -2.775
C 5.031 -0.703 -1.782
H 7.482 2.815 -3.546
H 6.067 2.675 -4.572
H 7.632 2.852 -5.374
H 8.431 0.750 -4.363
H 7.161 0.555 -5.530
H 4.324 -1.237 -1.155
H 4.393 0.039 -2.272
H 5.790 -0.170 -1.208
C -2.912 -1.366 2.131
C -3.972 -1.248 1.065
O -3.481 -1.769 -0.160
C -4.297 -2.329 -1.053
O -5.477 -2.456 -0.920
O -3.648 -2.676 -2.163
C -2.241 -2.489 -2.164
H -3.290 -1.014 3.090
H -2.088 -0.709 1.843
H -2.581 -2.401 2.212
H -4.225 -0.202 0.858
H -4.910 -1.704 1.390
H -1.993 -1.438 -2.072
H -1.773 -2.935 -3.040
H -1.691 -3.034 -1.394
C 2.339 -5.509 3.288
C 3.275 -4.417 3.758
O 3.521 -3.503 2.701
C 2.927 -2.312 2.751
O 2.135 -1.926 3.562
O 3.288 -1.660 1.650
C 2.743 -0.353 1.474
H 1.367 -5.184 2.926
H 2.129 -6.156 4.147
H 2.827 -6.146 2.549
H 4.223 -4.774 4.167
H 2.847 -3.921 4.635
H 3.434 0.367 1.919
H 1.749 -0.266 1.908
H 2.684 -0.101 0.413
C 0.164 0.467 5.456
C -0.649 1.523 4.719
O -0.076 1.848 3.463
C 0.855 2.784 3.406
O 1.276 3.394 4.362
O 1.272 3.064 2.189
C 0.651 2.401 1.083
H 0.357 -0.420 4.850
H -0.262 0.214 6.425
H 1.171 0.846 5.651
H -0.705 2.430 5.324
H -1.667 1.208 4.491
H -0.385 2.720 0.964
H 0.754 1.323 1.134
H 1.153 2.689 0.160
C -1.558 -8.238 0.538
C -1.767 -7.432 1.815
O -0.833 -6.369 1.942
C -0.953 -5.321 1.128
O -1.717 -5.214 0.204
O -0.210 -4.344 1.598
C -0.066 -3.176 0.786
H -2.006 -9.232 0.589
H -0.489 -8.478 0.478
H -1.804 -7.748 -0.399
H -1.585 -8.044 2.694
H -2.796 -7.067 1.840
H -0.995 -2.636 0.636
H 0.417 -3.511 -0.134
H 0.684 -2.532 1.242
```

Calculated values
E_tot: -3059.26450 hartree
Gap between HOMO and LUMO: 8.20 eV
Charge: -1
Highest occupied orbital energy: -5.8 eV
Lowest unoccupied orbital energy: 2.390 eV



Which formula does entry 2 have?
C27H56O22P